C3H11NOS as an isolated structure. Source: OMol25; level of theory: ωB97M-V with the def2-TZVPD basis set.

The net charge is 0. Its frontier orbital gap is 8.7 eV. The relative energy (zero: lowest compared OMol25 entry of this formula, charge and spin) is 62.2 kcal/mol.

Positions of all 17 atoms, in Å:
C1 2.0344 0.4010 2.5068
S1 1.2524 0.9945 0.9596
H1 1.5973 -0.5260 2.8536
H2 3.0984 0.2075 2.3304
H3 1.9358 1.1653 3.2747
C2 -1.6660 -0.2708 -0.5988
O1 -2.8530 -0.0334 -1.3901
C3 -0.5881 -0.6117 -1.6099
N1 0.5096 -1.4189 -1.0261
H4 -1.8515 -1.1461 0.0429
H5 -1.4840 0.6356 -0.0120
H6 -3.5397 0.3107 -0.8127
H7 -1.0779 -1.2069 -2.3817
H8 -0.2444 0.3241 -2.0690
H9 1.1143 -1.6973 -1.7929
H10 0.0162 -0.3414 1.1352
H11 1.0858 -0.8410 -0.3942



A 2-piece molecular cluster, C4H12 overall. Source: OMol25; level of theory: ωB97M-V with the def2-TZVPD basis set.

The net charge is 0. The SMILES is CC.CC. Its frontier orbital gap is 12.8 eV. The relative energy (zero: lowest compared OMol25 entry of this formula, charge and spin) is 4.9 kcal/mol.

Positions of all 16 atoms, in Å:
C1 -2.4542 0.0269 -0.9804
C2 -1.6926 1.1424 -0.2726
H1 -2.7298 0.3043 -1.9924
H2 -1.8635 -0.8910 -0.9724
H3 -3.3296 -0.2342 -0.3870
H4 -0.6652 1.3225 -0.5841
H5 -2.2228 2.0872 -0.4376
H6 -1.6478 1.0242 0.8054
C3 1.5407 -0.4307 0.1080
C4 2.6208 -0.7593 1.1587
H7 0.5569 -0.6802 0.5027
H8 1.4944 0.6497 -0.0470
H9 1.7230 -0.8838 -0.8627
H10 3.2942 0.0770 1.3203
H11 2.1466 -1.0286 2.1019
H12 3.2034 -1.6362 0.8740



C40H51CdN12O5S as an isolated structure. Source: OMol25; level of theory: ωB97M-V with the def2-TZVPD basis set.

The net charge is +1. Its frontier orbital gap is 7.9 eV. The relative energy (zero: lowest compared OMol25 entry of this formula, charge and spin) is 0.0 kcal/mol.

Positions of all 110 atoms, in Å:
Cd1 -0.3281 0.3361 0.5114
O1 -2.7103 2.8985 2.7352
S1 -2.0387 1.6222 2.8057
O2 -2.6656 0.5103 2.1008
N1 -0.5471 1.6479 2.2591
C1 0.3471 2.6495 2.6052
C2 0.1266 3.6390 3.5367
C3 1.1331 4.5651 3.8745
C4 2.3661 4.5169 3.2991
C5 2.6346 3.5271 2.3257
C6 3.8979 3.4046 1.7082
C7 4.1111 2.4215 0.7889
C8 3.0414 1.5766 0.4510
N2 1.8451 1.6675 0.9871
C9 1.6278 2.6083 1.9527
C10 -1.9477 1.1869 4.5186
C11 -2.5521 1.9916 5.4695
C12 -2.4757 1.6287 6.8086
C13 -1.8014 0.4761 7.1786
C14 -1.1996 -0.3245 6.2134
C15 -1.2705 0.0281 4.8771
H1 -0.8348 3.7180 4.0220
H2 0.9125 5.3205 4.6173
H3 3.1435 5.2186 3.5708
H4 4.6870 4.0937 1.9838
H5 5.0705 2.2887 0.3091
H6 3.1749 0.7996 -0.2899
H7 -3.0739 2.8859 5.1578
H8 -2.9432 2.2490 7.5613
H9 -1.7425 0.1981 8.2227
H10 -0.6742 -1.2239 6.5094
H11 -0.8070 -0.5824 4.1130
O3 2.2950 -4.6200 -4.4447
C16 2.3182 -4.8020 -3.0442
C17 2.1112 -3.4771 -2.3643
C18 2.2738 -3.3553 -0.9885
C19 2.0499 -2.1257 -0.4063
N3 1.6776 -1.0372 -1.0840
C20 1.5322 -1.1463 -2.4033
C21 1.7445 -2.3488 -3.0745
C22 1.0265 0.0674 -3.1924
C23 1.8490 0.2553 -4.4416
C24 1.7905 1.3262 -5.2470
C25 2.6785 1.3566 -6.4802
O4 3.8113 0.5158 -6.4106
C26 0.8837 2.4578 -5.1440
C27 0.1476 2.8569 -4.0807
N4 0.1947 2.3988 -2.8079
H12 2.5953 -5.4258 -4.8738
H13 3.2685 -5.2283 -2.7069
H14 1.5196 -5.4846 -2.7280
H15 2.5748 -4.1992 -0.3802
H16 2.1737 -2.0019 0.6634
H17 1.6293 -2.4186 -4.1459
H18 2.6072 -0.4854 -4.6593
H19 2.9630 2.3919 -6.6938
H20 2.1039 0.9994 -7.3386
H21 4.3854 0.8382 -5.7080
H22 0.7742 3.0607 -6.0379
H23 -0.5555 3.6710 -4.2206
C28 1.7698 -1.0411 2.7944
N5 0.8084 -2.0727 3.0850
C29 1.2294 -3.0926 4.0249
C30 0.0809 -4.0760 3.9628
N6 -0.5130 -3.8087 2.6545
C31 -1.7858 -4.4909 2.4549
C32 -0.1625 -2.5379 2.2285
N7 -0.6104 -1.8383 1.2332
C33 -1.5994 -2.4108 0.3208
C34 -2.2213 -1.3850 -0.6206
N8 -1.2035 -0.6190 -1.3418
C35 -1.3546 -0.5003 -2.6314
N9 -2.5335 -0.7711 -3.3100
C36 -3.7607 -0.0999 -2.8940
C37 -2.2848 -0.8434 -4.7452
C38 -0.7986 -0.5105 -4.8927
N10 -0.3843 -0.1881 -3.5244
C39 1.1163 1.3957 -2.3730
H24 1.8187 -0.3218 3.6152
H25 1.5085 -0.4975 1.8968
H26 2.7663 -1.4757 2.6530
H27 1.3743 -2.6691 5.0194
H28 2.1764 -3.5436 3.7045
H29 -0.6523 -3.8913 4.7562
H30 0.4059 -5.1133 4.0283
H31 -1.7435 -5.4109 3.0352
H32 -1.9453 -4.7701 1.4199
H33 -2.6337 -3.9040 2.8183
H34 -2.4473 -2.8245 0.8601
H35 -1.1429 -3.2100 -0.2750
H36 -2.8646 -0.7223 -0.0319
H37 -2.8518 -1.9516 -1.3052
H38 -3.6366 0.3508 -1.9152
H39 -4.6024 -0.7935 -2.8617
H40 -3.9996 0.7021 -3.5981
H41 -2.9116 -0.1204 -5.2706
H42 -2.5204 -1.8352 -5.1326
H43 -0.6306 0.3350 -5.5541
H44 -0.2322 -1.3628 -5.2713
H45 2.1417 1.7596 -2.4512
H46 0.9290 1.2019 -1.3268
H47 -0.5909 2.5926 -2.2003
N11 -4.0718 2.1936 0.0440
C40 -2.9185 2.8179 -0.3249
N12 -2.9917 4.1423 -0.6155
O5 -1.8675 2.1870 -0.4782
H48 -4.8123 2.7700 0.4115
H49 -3.9024 1.3602 0.5945
H50 -3.7616 4.6956 -0.2825
H51 -2.1117 4.6159 -0.7283



A 11-piece molecular cluster, C33H66O33 overall. Source: OMol25; level of theory: ωB97M-V with the def2-TZVPD basis set.

The net charge is 0. The SMILES is COC(=O)OC.COC(=O)OC.COC(=O)OC.COC(=O)OC.COC(=O)OC.COC(=O)OC.COC(=O)OC.COC(=O)OC.COC(=O)OC.COC(=O)OC.COC(=O)OC. Its frontier orbital gap is 10.7 eV. The relative energy (zero: lowest compared OMol25 entry of this formula, charge and spin) is 114.2 kcal/mol.

Positions of all 132 atoms, in Å:
C1 -2.7167 -3.5730 3.0237
O1 -3.8694 -4.2718 2.4695
C2 -4.4894 -5.0968 3.2765
O2 -4.0985 -5.3727 4.4382
O3 -5.7335 -5.3678 2.7771
C3 -6.7775 -6.1174 3.4082
H1 -2.0049 -3.2115 2.2815
H2 -2.0688 -4.2786 3.5437
H3 -2.9443 -2.8405 3.7981
H4 -6.3638 -7.1090 3.5917
H5 -7.6786 -6.1995 2.8004
H6 -6.9968 -5.7139 4.3967
C4 2.6412 3.4603 4.2657
O4 2.7102 2.0750 4.0837
C5 3.3891 1.6371 2.9937
O5 3.6719 2.3512 2.0631
O6 3.4956 0.3763 3.0463
C6 3.8945 -0.4824 1.9758
H7 3.6460 3.7433 4.5794
H8 1.9710 3.6348 5.1074
H9 2.3692 3.9351 3.3231
H10 4.4741 0.0679 1.2347
H11 2.9515 -0.8200 1.5457
H12 4.4557 -1.3400 2.3468
C7 5.6281 3.0441 -1.8991
O7 6.0656 3.4780 -0.6172
C8 7.3589 3.8477 -0.5016
O8 8.1939 3.6917 -1.3382
O9 7.5325 4.3016 0.7585
C9 8.7878 4.7455 1.2084
H13 4.8053 2.3668 -1.6702
H14 6.3522 2.4959 -2.5017
H15 5.2659 3.9772 -2.3305
H16 8.7317 5.8312 1.1296
H17 9.6258 4.4099 0.5974
H18 8.9895 4.3745 2.2133
C10 -3.5171 -6.1993 -2.4933
O10 -4.4209 -5.8284 -1.4542
C11 -4.5338 -4.5437 -1.0843
O11 -3.9987 -3.5605 -1.5240
O12 -5.4610 -4.4462 -0.0789
C12 -5.6817 -3.0880 0.4759
H19 -3.0960 -7.1948 -2.3529
H20 -2.7063 -5.4839 -2.6308
H21 -4.0839 -6.1077 -3.4198
H22 -4.8151 -2.6805 0.9965
H23 -6.4449 -3.0694 1.2539
H24 -5.9810 -2.4279 -0.3382
C13 -2.0341 -1.3250 -0.6264
O13 -1.2141 -0.2006 -0.9870
C14 0.0669 0.0139 -0.4802
O14 0.8197 -0.7250 0.0279
O15 0.3993 1.2867 -0.8247
C15 1.6575 1.9017 -0.5559
H25 -1.8141 -1.5806 0.4101
H26 -1.8381 -2.0956 -1.3720
H27 -3.0865 -1.0419 -0.6488
H28 2.4731 1.1833 -0.4732
H29 1.5496 2.4711 0.3673
H30 1.7831 2.6039 -1.3800
C16 0.5098 0.9550 -4.1791
O16 -0.8469 1.1157 -3.8338
C17 -1.7147 0.0595 -4.1403
O17 -1.4837 -1.1047 -4.5647
O18 -2.8973 0.3301 -3.6944
C18 -3.9381 -0.5636 -3.5795
H31 0.6577 0.5685 -5.1875
H32 1.0199 0.3530 -3.4272
H33 0.9425 1.9547 -4.1397
H34 -4.8130 0.0576 -3.7715
H35 -4.0150 -0.9394 -2.5592
H36 -3.9547 -1.4366 -4.2318
C19 0.6200 -5.8268 6.0724
O19 0.4762 -5.4657 4.7108
C20 1.3661 -4.5764 4.0949
O20 2.4091 -4.1698 4.5983
O21 0.8514 -4.3136 2.8467
C21 1.5424 -3.2906 2.1382
H37 -0.3713 -5.7344 6.5161
H38 1.3529 -5.2354 6.6213
H39 0.8859 -6.8692 6.2482
H40 1.3475 -2.2713 2.4716
H41 1.2910 -3.3564 1.0797
H42 2.6091 -3.5080 2.0844
C22 0.6104 -3.8741 -2.8849
O22 -0.1225 -4.1892 -1.7999
C23 -0.0459 -5.3589 -1.1757
O23 0.8767 -6.2178 -1.4006
O24 -1.0467 -5.2999 -0.3042
C24 -1.3624 -6.4442 0.4319
H43 0.2892 -4.4965 -3.7201
H44 1.6552 -4.1346 -2.7155
H45 0.4570 -2.8496 -3.2241
H46 -0.6671 -6.6801 1.2375
H47 -1.3660 -7.3069 -0.2344
H48 -2.2944 -6.2536 0.9640
C25 3.6307 5.4875 -7.1007
O25 3.7266 5.5865 -5.6848
C26 2.6853 5.3707 -4.8670
O26 1.5829 4.9577 -5.2017
O27 3.0248 5.7063 -3.7009
C27 2.2618 5.3861 -2.6000
H49 3.0071 4.6566 -7.4308
H50 4.5634 5.3089 -7.6356
H51 3.1285 6.2913 -7.6392
H52 2.9854 5.3647 -1.7851
H53 1.7770 4.4168 -2.7165
H54 1.4599 6.1195 -2.5154
C28 3.4023 5.0750 1.0034
O28 2.5774 6.0394 1.5022
C29 1.3868 6.3425 0.8998
O29 0.9230 5.8078 -0.0935
O30 0.7699 7.3703 1.5559
C30 -0.4005 7.9349 0.9869
H55 2.8833 4.2670 0.4878
H56 4.0411 4.6629 1.7846
H57 4.0635 5.3699 0.1885
H58 -0.7515 8.6019 1.7744
H59 -1.1261 7.1278 0.8863
H60 -0.2209 8.4074 0.0212
C31 -4.4421 0.4665 2.7245
O31 -4.7028 1.6333 1.9257
C32 -4.9742 1.5747 0.5993
O32 -5.3188 0.5901 -0.0754
O33 -4.8487 2.8159 0.1261
C33 -5.0693 3.1704 -1.1946
H61 -4.1937 0.8655 3.7080
H62 -3.5823 -0.0313 2.2761
H63 -5.2618 -0.2355 2.8775
H64 -4.7104 4.1996 -1.1981
H65 -6.0593 3.0929 -1.6441
H66 -4.3359 2.6602 -1.8191



> Which value of frontier orbital gap does entry 4 give?

10.7 eV



Please write out number 1 again, unchanged.
C3H11NOS as an isolated structure. Source: OMol25; level of theory: ωB97M-V with the def2-TZVPD basis set.

The net charge is 0. Its frontier orbital gap is 8.7 eV. The relative energy (zero: lowest compared OMol25 entry of this formula, charge and spin) is 62.2 kcal/mol.

Positions of all 17 atoms, in Å:
C1 2.0344 0.4010 2.5068
S1 1.2524 0.9945 0.9596
H1 1.5973 -0.5260 2.8536
H2 3.0984 0.2075 2.3304
H3 1.9358 1.1653 3.2747
C2 -1.6660 -0.2708 -0.5988
O1 -2.8530 -0.0334 -1.3901
C3 -0.5881 -0.6117 -1.6099
N1 0.5096 -1.4189 -1.0261
H4 -1.8515 -1.1461 0.0429
H5 -1.4840 0.6356 -0.0120
H6 -3.5397 0.3107 -0.8127
H7 -1.0779 -1.2069 -2.3817
H8 -0.2444 0.3241 -2.0690
H9 1.1143 -1.6973 -1.7929
H10 0.0162 -0.3414 1.1352
H11 1.0858 -0.8410 -0.3942



> Number 2 is which compound?

C4H12